(one)
Molecular formula: C4H4F2
Method: DFT, the ωB97M-V functional and the def2-TZVPD basis

Properties
Spin multiplicity: 1
Charge: 0
SMILES: F/C=C\C=C\F

Bonds (Å) are listed after each position.
CARTESIAN COORDINATES (ANGSTROEM)
1 F -1.725 -1.457 0.284  C2 1.345
2 C -1.799 -0.140 0.022  F1 1.345, C3 1.303, H7 1.141
3 C -0.731 0.579 -0.179  C2 1.303, C4 1.477, H8 1.108
4 C 0.565 -0.120 -0.300  C3 1.477, C5 1.339, H9 1.064
5 C 1.742 0.112 0.295  C4 1.339, F6 1.374, H10 1.149
6 F 2.796 -0.705 -0.035  C5 1.374
7 H -2.893 0.158 0.152  C2 1.141
8 H -0.552 1.663 -0.324  C3 1.108
9 H 0.502 -0.753 -1.154  C4 1.064
10 H 2.095 0.664 1.239  C5 1.149

---

(two)
Molecular formula: C4H4F2
Method: DFT, the ωB97M-V functional and the def2-TZVPD basis

Properties
Spin multiplicity: 1
Charge: 0

Bonds (Å) are listed after each position.
CARTESIAN COORDINATES (ANGSTROEM)
1 C -0.020 1.022 2.013  C2 1.404, F5 1.340
2 C -0.383 0.758 0.682  C1 1.404, C3 1.327, F6 1.320
3 C 0.315 -0.189 0.068  C2 1.327, C4 1.432, H7 1.086
4 C -0.177 -0.765 -1.148  C3 1.432, H8 1.133, H9 1.141, H10 1.007
5 F 1.279 1.087 2.333  C1 1.340
6 F -1.511 1.198 0.155  C2 1.320
7 H 1.345 -0.462 0.272  C3 1.086
8 H -1.161 -1.279 -0.920  C4 1.133
9 H 0.709 -1.307 -1.620  C4 1.141
10 H -0.396 -0.063 -1.835  C4 1.007

---

Most stable structure - (one); separation to the second - 231.8 kJ/mol.

---

(one)
Molecular formula: C4H4F2
Method: DFT, the ωB97M-V functional and the def2-TZVPD basis

Properties
Spin multiplicity: 1
Charge: 0
SMILES: CC1C(F)=C1F

Bonds (Å) are listed after each position.
CARTESIAN COORDINATES (ANGSTROEM)
1 C 0.161 -0.103 0.372  C2 1.581, H7 1.136, H8 1.131, H9 1.129
2 C -1.057 0.122 -0.611  C1 1.581, C3 1.518, C5 1.504, H10 1.136
3 C -2.380 0.699 -0.141  C2 1.518, F4 1.337, C5 1.303
4 F -3.088 1.748 0.290  C3 1.337
5 C -2.341 -0.595 -0.294  C2 1.504, C3 1.303, F6 1.308
6 F -2.639 -1.796 0.130  C5 1.308
7 H -0.324 -0.615 1.263  C1 1.136
8 H 0.777 0.807 0.638  C1 1.131
9 H 0.802 -0.900 -0.105  C1 1.129
10 H -0.732 0.197 -1.696  C2 1.136

---

(two)
Molecular formula: C4H4F2
Method: DFT, the ωB97M-V functional and the def2-TZVPD basis

Properties
Spin multiplicity: 1
Charge: 0
SMILES: C=C(F)/C=C\F

Bonds (Å) are listed after each position.
CARTESIAN COORDINATES (ANGSTROEM)
1 C -0.918 -1.145 -0.719  C2 1.346, H7 1.077, H8 1.143
2 C -0.457 0.114 -0.834  C1 1.346, F3 1.326, C4 1.463
3 F -0.786 0.930 -1.826  C2 1.326
4 C 0.404 0.760 0.156  C2 1.463, C5 1.346, H9 1.119
5 C 0.845 0.332 1.353  C4 1.346, F6 1.355, H10 1.061
6 F 0.909 -0.950 1.788  C5 1.355
7 H -0.669 -1.724 0.155  C1 1.077
8 H -1.526 -1.401 -1.653  C1 1.143
9 H 0.547 1.869 0.124  C4 1.119
10 H 1.293 1.063 1.978  C5 1.061

---

Most stable structure - (two); separation to the second - 191.4 kJ/mol.

---

(one)
Molecular formula: C5H12N2
Method: DFT, the ωB97M-V functional and the def2-TZVPD basis

Properties
Spin multiplicity: 1
Charge: +2
SMILES: C=[NH+]C(=C)CC[NH3+]

Bonds (Å) are listed after each position.
CARTESIAN COORDINATES (ANGSTROEM)
1 C -2.066 -2.012 -0.581  N2 1.276, H8 1.084, H9 1.085
2 N -1.385 -1.293 0.225  C1 1.276, C3 1.474, H10 1.015
3 C 0.069 -1.066 0.164  N2 1.474, C4 1.319, C5 1.501
4 C 0.838 -1.938 -0.461  C3 1.319, H11 1.080, H12 1.085
5 C 0.503 0.241 0.760  C3 1.501, C6 1.551, H13 1.090, H14 1.094
6 C 0.329 1.371 -0.289  C5 1.551, N7 1.513, H15 1.086, H16 1.091
7 N 0.948 2.662 0.201  C6 1.513, H17 1.029, H18 1.030, H19 1.024
8 H -1.644 -2.314 -1.533  C1 1.084
9 H -3.086 -2.262 -0.309  C1 1.085
10 H -1.805 -1.010 1.105  N2 1.015
11 H 1.917 -1.915 -0.504  C4 1.080
12 H 0.396 -2.837 -0.877  C4 1.085
13 H -0.005 0.514 1.684  C5 1.090
14 H 1.559 0.175 1.039  C5 1.094
15 H 0.718 1.219 -1.291  C6 1.086
16 H -0.746 1.540 -0.360  C6 1.091
17 H 1.971 2.649 0.087  N7 1.029
18 H 0.647 3.524 -0.276  N7 1.030
19 H 0.840 2.753 1.216  N7 1.024

---

(two)
Molecular formula: C5H12N2
Method: DFT, the ωB97M-V functional and the def2-TZVPD basis

Properties
Spin multiplicity: 1
Charge: +2
SMILES: C=[NH+]/C=C/CC[NH3+]

Bonds (Å) are listed after each position.
CARTESIAN COORDINATES (ANGSTROEM)
1 C 1.925 -0.436 -3.304  N2 1.277, H8 1.085, H9 1.069
2 N 2.012 -0.501 -2.032  C1 1.277, C3 1.437, H10 1.020
3 C 0.973 0.027 -1.192  N2 1.437, C4 1.336, H11 1.089
4 C 0.856 0.004 0.139  C3 1.336, C5 1.507, H12 1.097
5 C -0.297 0.738 0.771  C4 1.507, C6 1.546, H13 1.098, H14 1.108
6 C -1.277 -0.328 1.313  C5 1.546, N7 1.539, H15 1.082, H16 1.090
7 N -2.164 0.140 2.480  C6 1.539, H17 1.022, H18 1.029, H19 1.025
8 H 2.660 -0.903 -3.953  C1 1.085
9 H 1.097 -0.016 -3.833  C1 1.069
10 H 2.939 -0.649 -1.632  N2 1.020
11 H 0.184 0.494 -1.778  C3 1.089
12 H 1.587 -0.491 0.790  C4 1.097
13 H -0.004 1.382 1.611  C5 1.098
14 H -0.698 1.493 0.065  C5 1.108
15 H -0.806 -1.206 1.735  C6 1.082
16 H -1.905 -0.562 0.454  C6 1.090
17 H -1.646 0.029 3.353  N7 1.022
18 H -3.058 -0.357 2.601  N7 1.029
19 H -2.378 1.140 2.411  N7 1.025

---

(three)
Molecular formula: C5H12N2
Method: DFT, the ωB97M-V functional and the def2-TZVPD basis

Properties
Spin multiplicity: 1
Charge: +2

Bonds (Å) are listed after each position.
CARTESIAN COORDINATES (ANGSTROEM)
1 C -2.038 0.612 0.488  N6 1.259
2 C 0.358 0.681 -0.197  N7 1.303, H8 1.031, H9 1.072
3 C -3.393 -1.543 0.896  N6 1.436, H10 1.112, H11 1.096, H12 1.099
4 C 2.052 0.150 -1.730  N7 1.431, H13 1.211, H14 1.070, H15 1.168
5 C 2.751 0.674 0.496  N7 1.449, H16 1.125, H17 1.110, H18 1.096
6 N -2.944 -0.179 0.860  C1 1.259, C3 1.436, H19 1.091
7 N 1.631 0.504 -0.409  C2 1.303, C4 1.431, C5 1.449
8 H -0.254 0.553 -1.016  C2 1.031
9 H 0.164 1.209 0.716  C2 1.072
10 H -3.503 -1.956 -0.131  C3 1.112
11 H -4.343 -1.540 1.441  C3 1.096
12 H -2.827 -2.301 1.455  C3 1.099
13 H 2.920 -0.694 -1.742  C4 1.211
14 H 1.228 -0.186 -2.325  C4 1.070
15 H 2.637 1.092 -2.096  C4 1.168
16 H 2.593 0.313 1.549  C5 1.125
17 H 3.639 0.226 0.003  C5 1.110
18 H 2.901 1.759 0.502  C5 1.096
19 H -3.571 0.628 1.242  N6 1.091

---

Most stable structure - (two); separation to the second - 11.6 kJ/mol.